Computed, not measured: an isolated molecule of C5H8O, with wB97M-V/def2-TZVPD.

Last column: natural (NBO) charge in e.
Cartesian coordinates (Å):
C: 1.494 -0.232 0.596  -0.616
C: 0.132 -0.824 0.315  -0.191
C: -1.116 -0.155 0.811  -0.411
C: -0.824 -0.161 -0.659  -0.357
C: -0.438 1.112 -1.342  0.439
O: -0.701 2.225 -0.939  -0.518
H: 1.468 0.863 0.554  0.215
H: 1.844 -0.518 1.594  0.217
H: 2.234 -0.584 -0.132  0.211
H: 0.113 -1.914 0.294  0.215
H: -0.998 0.795 1.327  0.230
H: -1.935 -0.765 1.179  0.221
H: -1.394 -0.831 -1.304  0.235
H: 0.121 0.988 -2.294  0.111

DFT total energy: -7361.0397 eV
total charge: 0
molar mass: 84.12 g/mol
HOMO energy: -9.859 eV
structure (SMILES): C[C@H]1C[C@H]1C=O
HOMO-LUMO gap: 10.85 eV